1.
The following is a DFT calculation (ωB97M-V/def2-TZVPD) of 2 unconnected molecules or ions with the total composition C3H3F.

Properties
- Largest force on an atom: 4.9 eV Å⁻¹
- Net charge: 0
- DFT total energy: -5869.96712 eV
- Energy above the lowest of the compared OMol25 structures with the same formula, charge and spin: 433.28 kJ/mol
- Highest occupied orbital energy (spin up / spin down): -9.8 / -9.8 eV
- HOMO-LUMO gap (spin up / spin down): 8.358 / 8.357 eV

Geometry (Å):
C: 2.33 0.14 0.63
C: 3.37 -0.01 0.04
C: 0.10 -0.04 -0.23
F: 4.63 -0.01 -0.24
H: 0.02 1.06 -0.36
H: -0.38 -0.44 0.66
H: 0.83 -0.69 -0.77



2.
The following is a DFT calculation (ωB97M-V/def2-TZVPD) of a molecular structure, C5H7HgO3.

Properties
- Largest force on an atom: 3.1 eV Å⁻¹
- Net charge: 0
- DFT total energy: -15607.31875 eV
- Energy above the lowest of the compared OMol25 structures with the same formula, charge and spin: 468.42 kJ/mol
- Expectation value of S²: 0.7900
- Spin multiplicity: 2
- Highest occupied orbital energy (spin up / spin down): -7.3 / -7.0 eV
- HOMO-LUMO gap (spin up / spin down): 7.484 / 5.534 eV

Geometry (Å):
O: -0.09 -0.19 1.53
C: -1.06 0.19 0.71
C: 0.64 0.96 2.03
O: -1.00 -0.85 -0.74
O: -1.36 1.44 0.93
C: -0.36 2.08 1.77
H: 1.58 1.06 1.49
H: 0.83 0.77 3.09
H: 0.06 2.91 1.19
H: -0.85 2.46 2.68
Hg: -0.22 -2.86 0.17
C: 0.79 -1.48 -2.99
H: 1.68 -1.26 -2.37
H: 1.04 -1.83 -3.99
C: -0.41 -1.67 -2.39
H: -1.25 -1.75 -3.12



3.
The following is a DFT calculation (ωB97M-V/def2-TZVPD) of a single C9H12N2 molecule.

Properties
- Largest force on an atom: 5.7 eV Å⁻¹
- Structure (SMILES): CC/C=C/C=C\C=C(\N)C#N
- Net charge: 0
- DFT total energy: -12503.63594 eV
- Energy above the lowest of the compared OMol25 structures with the same formula, charge and spin: 491.94 kJ/mol
- Highest occupied orbital energy: -8.5 eV
- HOMO-LUMO gap: 8.838 eV

Geometry (Å):
C: 0.94 1.70 0.17
C: -2.46 0.31 0.72
C: -1.83 1.10 1.65
C: -1.85 -0.38 -0.20
C: -0.48 1.09 1.88
C: -0.58 -0.21 -0.75
C: 0.51 0.60 0.97
C: 1.56 -0.73 -1.96
C: 0.41 -1.25 -1.24
N: 1.31 2.67 -0.30
N: 1.48 -0.30 1.53
H: -3.44 0.02 0.90
H: -2.41 1.51 2.52
H: -2.26 -1.32 -0.58
H: -0.20 1.38 2.89
H: -0.46 0.64 -1.30
H: 1.25 -0.01 -2.81
H: 2.08 -1.48 -2.51
H: 2.37 -0.03 -1.50
H: 0.90 -1.89 -0.52
H: -0.12 -1.93 -1.94
H: 2.31 -0.28 0.91
H: 0.99 -1.20 1.46